(1)
Molecular formula: C4H8ClF
Method: DFT, ωB97M-V/def2-TZVPD

Properties
electronic energy: -19517.362 eV
SMILES: CC(C)(Cl)CF
gap between HOMO and LUMO: 11.53 eV
lowest unoccupied orbital energy: 0.8 eV
maximum force: 0.09719 Eh/bohr

Geometry as XYZ:
```
14
Properties=species:S:1:pos:R:3:forces:R:3:lowdin_charge:R:1
C -0.753 1.167 0.214 -0.98 3.54 0.12 -0.171
C -0.280 -0.209 0.112 0.62 -0.75 -1.03 -0.852
C 0.913 -0.427 1.064 -0.65 -1.67 -2.57 -0.070
Cl -1.771 -1.237 0.481 1.06 -0.08 0.08 0.618
C 0.234 -0.563 -1.312 -4.05 -2.24 1.89 -0.187
F -0.877 -0.585 -2.161 0.53 0.48 -0.38 -0.077
H -1.078 1.378 1.253 -0.09 -0.18 -0.54 0.087
H 0.087 1.866 0.076 0.09 -0.23 -0.06 0.090
H -1.548 1.598 -0.488 0.89 -1.34 0.82 0.116
H 0.658 -0.086 2.002 -0.29 0.50 2.22 0.055
H 1.779 0.093 0.671 0.11 0.29 -0.02 0.091
H 1.128 -1.501 1.012 0.13 0.21 0.58 0.089
H 0.567 -1.581 -1.283 0.62 -0.55 -0.08 0.115
H 0.941 0.088 -1.640 1.99 2.04 -1.04 0.096
```
Positions in Å, forces in eV/Å.

***

(2)
Molecular formula: C4H8ClFN3
Method: DFT, ωB97M-V/def2-TZVPD

Properties
net charge: +1
electronic energy: -23973.322 eV
gap between HOMO and LUMO (spin up / spin down): 6.57 / 6.57 eV
lowest unoccupied orbital energy (spin up / spin down): -7.6 / -7.6 eV
maximum force: 0.11825 Eh/bohr

Geometry as XYZ:
```
17
Properties=species:S:1:pos:R:3:forces:R:3:lowdin_charge:R:1
C 0.779 -1.622 -0.226 0.90 2.01 -1.61 0.009
C 1.312 1.018 -0.512 1.31 -2.41 4.07 -0.668
C -1.271 -1.344 1.101 1.62 -1.82 0.90 0.081
C -1.086 1.360 -0.302 -3.80 -1.82 -4.39 -0.057
N -0.153 -0.835 0.186 0.67 -0.76 0.14 -0.066
N 0.020 0.545 0.074 0.78 0.46 -0.59 -0.167
N 1.852 0.304 -1.506 -5.64 -2.19 -0.15 0.278
F 0.921 -2.866 0.077 -0.36 1.11 -0.07 0.200
Cl 2.441 1.041 1.058 -0.54 0.23 -1.08 0.518
H 1.224 2.012 -0.805 -0.42 2.06 -0.37 0.111
H -0.824 -1.322 2.165 -0.63 -0.41 -1.69 0.143
H -1.994 -0.557 1.101 -0.92 -0.26 -0.28 0.054
H -1.567 -2.454 0.742 0.47 2.99 0.87 0.169
H -0.954 2.389 -0.114 0.46 0.97 0.66 0.081
H -1.379 1.292 -1.532 1.16 0.14 2.98 0.174
H -2.080 1.007 0.088 1.29 0.52 0.17 0.093
H 2.758 0.034 -1.596 3.65 -0.83 0.43 0.047
```
Positions in Å, forces in eV/Å.